--- P ---
C4H5N3 | ωB97M-V/def2-TZVPD

Structure (ORCA input):
```
! wB97M-V def2-TZVPD RIJCOSX def2/J DEFGRID3
* xyz 0 1
N 0.74819 -1.46120 -0.82885
H -1.89087 -0.71648 -0.60537
H -1.45105 0.80736 -1.04305
H 0.00300 -2.38689 0.94567
C -0.20964 -0.00926 0.41242
C 0.12719 -1.51501 0.31062
C 0.23358 1.46388 0.59381
N 0.97559 1.53133 -0.46320
H -0.13624 2.30518 1.17487
C 1.04938 -0.01337 -0.40187
N -1.50464 0.15733 -0.26077
H 1.98851 -0.16713 0.14312
*
```

Output
gap between HOMO and LUMO	9.56	eV
LUMO energy	0.0177	Ha

=====

--- Q ---
C4H5N3 | ωB97M-V/def2-TZVPD

Structure (ORCA input):
```
! wB97M-V def2-TZVPD RIJCOSX def2/J DEFGRID3
* xyz 0 1
H -0.24446 -0.31630 -2.35101
C -0.95574 -0.12241 1.89169
H -1.64925 1.38696 0.67102
C 0.02429 -1.11430 -1.63302
N -1.21620 0.44029 0.67551
H -1.52385 -0.64329 2.76032
N 0.11143 0.45712 1.51547
N 2.70541 0.74543 -0.11265
C 1.90536 0.00575 -0.42329
H -0.66225 -1.99830 -1.74405
C 0.98120 -1.03320 -0.68129
H 1.36643 -1.85709 0.05506
*
```

Output
gap between HOMO and LUMO	9.92	eV
LUMO energy	0.0189	Ha

=====

Stability summary - winner: Q; margin: 1.865 eV.